Record 1
This record from the OMol25 dataset describes a molecular structure, C17H24InO5SSi in a non-equilibrium geometry. The level of theory is ωB97M-V/def2-TZVPD.

Values from the calculation:
- Maximum force: 2.45 eV Å⁻¹
- E_HOMO: -4.276 eV
- Gap between HOMO and LUMO: 4.26 eV
- Charge: -1
- E: -52141.8673 eV

```
49
C17H24InO5SSi | the OMol25 dataset | ωB97M-V/def2-TZVPD
C -2.17165 -0.80719 -3.35267
Si -0.37866 -1.23135 -2.81969
C 0.33565 -2.55055 -4.00296
C -0.37092 -1.95227 -1.06380
O 0.51083 0.21018 -3.00671
C 1.37829 0.49897 -1.89446
C 2.36131 1.61839 -2.39816
In 1.09315 3.15554 -3.50591
S -1.31639 3.01738 -2.69689
H -2.62343 -0.11574 -2.60890
H -2.07008 -0.20621 -4.28495
H -2.78589 -1.71413 -3.51906
H 1.33110 -2.20782 -4.36390
H 0.48493 -3.52179 -3.49036
H -0.32508 -2.65979 -4.89010
H 0.56404 -2.48328 -0.78878
H -0.62690 -1.18420 -0.29967
H -1.18150 -2.71536 -1.00704
H 1.91088 -0.39260 -1.49832
H 0.74323 0.98981 -1.12275
H 2.89457 2.10026 -1.54382
H 3.08978 1.17254 -3.11679
H 1.71614 4.83753 -3.29802
H 1.02515 2.71022 -5.25481
H -1.31295 2.77002 -1.35023
C -2.13317 -2.78473 4.14230
C -1.57652 -3.36868 3.08235
C -2.31466 -3.50706 1.80730
O -1.80912 -4.03997 0.84296
C -3.69258 -2.97015 1.75321
C -4.24910 -2.38610 2.81333
C -3.51145 -2.24842 4.08863
O -4.01731 -1.71503 5.05524
H -1.60968 -2.67498 5.08347
H -0.56961 -3.76565 3.10255
H -4.21557 -3.07901 0.81165
H -5.25561 -1.98828 2.79251
C 3.63660 2.23228 3.27166
C 2.76913 1.52125 2.55327
C 1.62146 2.16755 1.87819
O 0.83096 1.52223 1.22625
C 1.47566 3.63247 2.02848
C 2.34388 4.34306 2.74720
C 3.49046 3.69735 3.42292
O 4.28419 4.34444 4.07776
H 4.48150 1.77787 3.77341
H 2.86039 0.44945 2.43028
H 0.63143 4.08676 1.52512
H 2.25313 5.41479 2.86875
```

Record 2
This record from the OMol25 dataset describes a single C3H4N2O3S molecule in a non-equilibrium geometry. The level of theory is ωB97M-V/def2-TZVPD.

Values from the calculation:
- Maximum force: 5.34 eV Å⁻¹
- E_HOMO: -9.651 eV
- Gap between HOMO and LUMO: 9.31 eV
- Energy relative to the best compared isomer or geometry (same formula, charge and spin): 363.8 kJ/mol
- Charge: 0
- E: -23129.7938 eV
- SMILES string: C=CC1=NOS(=O)(=O)N1

```
13
C3H4N2O3S | the OMol25 dataset | ωB97M-V/def2-TZVPD
C -0.09188 0.13500 0.06469
C -1.79330 1.18457 1.43202
C -1.48678 0.34241 0.45960
N 1.02084 0.55894 0.80337
N 0.15100 -0.67221 -1.01856
O 2.14338 -2.18825 -1.12291
O 2.35745 -0.09013 -2.35466
O 2.16970 0.00036 0.25597
S 1.87845 -0.77445 -1.21377
H -2.77088 1.43569 1.62142
H -1.03532 1.71730 1.91121
H -2.28078 -0.16050 -0.05633
H -0.26188 -1.48873 -0.78205
```

Record 3
This record from the OMol25 dataset describes a molecular structure, C19H21IN2Pt in a non-equilibrium geometry. The level of theory is ωB97M-V/def2-TZVPD.

Values from the calculation:
- Maximum force: 6.74 eV Å⁻¹
- E_HOMO (spin up / spin down): -5.804 / -7.477 eV
- Gap between HOMO and LUMO (spin up / spin down): 4.67 / 6.43 eV
- Energy relative to the best compared isomer or geometry (same formula, charge and spin): 72.1 kJ/mol
- Multiplicity: 3
- Charge: 0
- E: -34366.3701 eV

```
44
C19H21IN2Pt | the OMol25 dataset | ωB97M-V/def2-TZVPD
C 1.15580 2.26113 1.55126
C 2.11361 1.98157 0.47579
H 0.98570 3.35105 1.17520
H 1.76530 2.05595 2.42185
H 0.14285 1.90444 1.91513
H 2.28104 1.68322 -0.61989
H 2.31851 3.03222 0.30552
H 2.85530 1.35226 1.07712
C -2.86455 0.78953 0.56492
C -4.24180 0.78555 0.43983
C -4.80483 0.23645 -0.74003
C -3.95855 -0.27050 -1.74903
H -2.33161 1.23548 1.40246
H -4.87590 1.21389 1.25636
H -5.90912 0.22918 -0.83888
H -4.36375 -0.65710 -2.68579
N -2.05005 0.27801 -0.39940
C -2.56263 -0.26426 -1.55199
C -1.57627 -0.66158 -2.50101
N -0.28242 -0.41124 -2.07458
C 0.78251 -0.62922 -2.87696
C -0.67631 -1.39437 -4.63556
C 0.65812 -1.13035 -4.16346
H 1.72975 -0.33581 -2.43649
H 1.55549 -1.30494 -4.78221
C -1.76758 -1.13154 -3.80960
H -2.80328 -1.28665 -4.17697
H -0.77051 -1.79612 -5.66806
Pt -0.14426 0.48965 -0.41472
I -0.47208 2.93674 -1.57055
C 0.34691 -1.13818 0.72192
C 1.39584 -1.00224 1.81660
C 2.75932 -1.26315 1.57300
C 3.70216 -1.16392 2.59131
C 3.33943 -0.78107 3.87520
C 1.98952 -0.53983 4.13376
C 1.03095 -0.65130 3.13705
H 0.63970 -1.85247 -0.05471
H -0.62275 -1.46505 1.11054
H 3.05596 -1.63984 0.57613
H 4.74537 -1.45177 2.39847
H 4.07752 -0.73503 4.68117
H 1.68068 -0.31048 5.16865
H -0.02911 -0.54831 3.38063
```

Record 4
This record from the OMol25 dataset describes 2 unconnected molecules or ions with the total composition C3H9N2O. The level of theory is ωB97M-V/def2-TZVPD.

Values from the calculation:
- Maximum force: 0.65 eV Å⁻¹
- E_HOMO: -13.054 eV
- Gap between HOMO and LUMO: 7.67 eV
- Energy relative to the best compared isomer or geometry (same formula, charge and spin): 172.0 kJ/mol
- Charge: +1
- E: -8277.2907 eV

```
15
C3H9N2O | the OMol25 dataset | ωB97M-V/def2-TZVPD
C -0.40757 -2.46327 1.78816
N -1.28660 -1.43621 1.90103
O -0.15031 -3.01537 0.74922
H 0.07475 -2.72322 2.74153
H -1.28966 -0.87406 2.73411
H -1.73683 -1.04326 1.09190
C 0.49688 0.44127 -0.48583
C 0.47189 2.46258 -1.86163
N 0.68554 1.22390 -1.72048
H 1.46451 0.12047 -0.10388
H -0.09867 -0.43470 -0.72404
H 0.00120 1.05940 0.25721
H 0.13136 3.04624 -1.01432
H 0.61837 2.92972 -2.82603
H 1.02514 0.70651 -2.52696
```

Record 5
This record from the OMol25 dataset describes a single C7H9N molecule in a non-equilibrium geometry. The level of theory is ωB97M-V/def2-TZVPD.

Values from the calculation:
- Maximum force: 3.82 eV Å⁻¹
- E_HOMO (spin up / spin down): -6.720 / -8.840 eV
- Gap between HOMO and LUMO (spin up / spin down): 7.61 / 8.04 eV
- Energy relative to the best compared isomer or geometry (same formula, charge and spin): 177.6 kJ/mol
- Multiplicity: 3
- Charge: 0
- E: -8886.9211 eV

```
17
C7H9N | the OMol25 dataset | ωB97M-V/def2-TZVPD
C -1.18121 -0.55856 0.52204
C -1.34481 0.79378 0.22527
C -2.43183 -0.17244 -0.10714
C 0.10746 -1.25094 0.59464
C -0.37510 1.77559 0.19080
C 1.23496 -0.25256 0.41816
C 2.20008 -0.23065 -0.69833
N -3.56982 -0.36274 -0.51423
H 0.12055 -1.61480 1.54533
H 0.00662 -1.96351 -0.22153
H 0.03633 2.24512 -0.66730
H 0.21215 1.86682 1.01068
H 1.70607 0.22392 1.38328
H 1.79371 -0.59634 -1.72496
H 2.93063 -0.95224 -0.51421
H 2.79975 0.76744 -0.59573
H -4.24554 0.28211 -0.84678
```

Record 6
This record from the OMol25 dataset describes 3 unconnected molecules or ions with the total composition C15H40ClN2O4P. The level of theory is ωB97M-V/def2-TZVPD.

Values from the calculation:
- Maximum force: 0.53 eV Å⁻¹
- E_HOMO: -8.251 eV
- Gap between HOMO and LUMO: 8.90 eV
- Energy relative to the best compared isomer or geometry (same formula, charge and spin): 0.0 kJ/mol
- Charge: 0
- E: -49179.5557 eV
- SMILES string: CC[C@H]([PH4])Cl.COCCNCCOC.COCCNCCOC

```
63
C15H40ClN2O4P | the OMol25 dataset | ωB97M-V/def2-TZVPD
C -1.01012 -3.37305 -5.70957
C -0.56787 -4.61283 -4.92262
C 0.85126 -5.08716 -5.18924
P 2.19015 -4.14028 -4.10512
Cl 1.31477 -4.87387 -6.92112
H -0.16543 -2.77647 -6.03230
H -1.61211 -2.72373 -5.07676
H -1.62138 -3.63358 -6.56436
H -0.67686 -4.38501 -3.86135
H -1.25201 -5.43757 -5.10836
H 0.93339 -6.15439 -5.01843
H 2.59887 -3.41943 -5.26493
H 1.18555 -3.71447 -3.20929
H 2.84504 -5.36181 -3.81029
H 3.18116 -3.40583 -3.31983
C -1.61518 -2.63323 2.97915
O -1.31263 -1.49449 2.19916
C -0.23819 -0.69732 2.68574
C 1.01943 -0.86764 1.85614
N 1.61810 -2.18439 2.02780
C 2.63756 -2.54632 1.04633
C 2.29826 -2.51102 -0.44313
O 1.41379 -3.52751 -0.88601
C 0.04738 -3.31075 -0.58466
H -2.59655 -2.99017 2.66948
H -0.89730 -3.44668 2.82568
H -1.65316 -2.38852 4.04429
H -0.04630 -0.89538 3.74495
H -0.55652 0.34472 2.59590
H 1.74305 -0.10370 2.15847
H 0.74246 -0.66985 0.81268
H 0.89197 -2.88611 2.01822
H 2.95328 -3.56641 1.27823
H 3.50938 -1.90264 1.20375
H 3.22953 -2.68964 -0.98369
H 1.93829 -1.52728 -0.76856
H -0.22878 -2.25711 -0.67140
H -0.20463 -3.67942 0.41214
H -0.54346 -3.88451 -1.30080
C 0.95354 3.46973 3.40853
O -0.35828 3.07343 3.05927
C -1.39646 3.80570 3.69925
C -2.07558 4.78123 2.75824
N -1.20441 5.89074 2.39751
C -1.65150 6.70171 1.26784
C -1.93311 6.03039 -0.07592
O -0.79140 5.56771 -0.76992
C -0.25092 4.34611 -0.30760
H 1.63024 2.67849 3.08730
H 1.25622 4.39417 2.90563
H 1.05682 3.60013 4.48913
H -1.02542 4.30948 4.59695
H -2.14357 3.07270 4.01536
H -2.97043 5.17459 3.25060
H -2.40297 4.20593 1.88286
H -0.27849 5.53951 2.19913
H -0.87948 7.45483 1.09333
H -2.55616 7.24061 1.56875
H -2.37000 6.79500 -0.72234
H -2.68027 5.23084 0.00364
H -1.03075 3.64527 0.00203
H 0.45110 4.50555 0.51549
H 0.30709 3.90098 -1.13135
```

Record 7
This record from the OMol25 dataset describes a molecular structure, C16H54AsF6N4O9 in a non-equilibrium geometry. The level of theory is ωB97M-V/def2-TZVPD.

Values from the calculation:
- Maximum force: 1.44 eV Å⁻¹
- E_HOMO: -6.464 eV
- Gap between HOMO and LUMO: 8.82 eV
- Energy relative to the best compared isomer or geometry (same formula, charge and spin): 101.7 kJ/mol
- Charge: -1
- E: -119003.9248 eV

```
90
C16H54AsF6N4O9 | the OMol25 dataset | ωB97M-V/def2-TZVPD
As 5.80545 -0.08116 7.54322
F 6.61510 -0.30055 6.01069
F 4.31076 -0.48319 6.80721
F 5.00817 0.11762 9.04701
F 7.34507 0.41281 8.18092
F 5.49619 1.56763 7.04447
F 6.17775 -1.70977 7.96908
O 2.93903 -1.11585 4.33739
H 3.05071 -0.29180 4.82665
H 2.45063 -1.68858 4.93222
O 4.43994 4.16092 6.39995
H 4.27821 4.81078 7.08831
H 4.80215 3.39461 6.86497
O 8.85876 -1.91884 6.42078
H 8.68798 -1.41613 7.22430
H 8.27773 -1.50171 5.77552
O 3.00460 1.64783 5.13127
H 2.85913 2.57995 4.95046
H 3.45773 1.64047 5.98131
O 5.60109 -0.93787 3.25145
H 5.81789 -1.26384 4.13033
H 5.79942 0.00106 3.29313
C 10.70539 -1.04181 13.61711
C 9.79034 0.11891 13.21562
C 8.32037 -0.28324 13.30353
O 7.91119 -1.11166 12.23956
C 7.17131 -0.42866 11.24792
N 9.98939 1.32927 14.03265
H 10.85788 -1.68336 12.73847
H 10.30240 -1.69967 14.38759
H 11.71667 -0.71316 13.86586
H 10.03085 0.36966 12.17937
H 7.66269 0.56930 13.48852
H 8.22454 -0.90860 14.20860
H 7.83699 0.17202 10.62451
H 6.27115 0.07670 11.60440
H 6.77455 -1.19206 10.57237
H 10.88353 1.73703 13.78408
H 10.06584 1.05737 15.00815
C 2.50016 6.22723 11.93413
C 3.79724 5.83422 12.62994
C 4.75159 5.08731 11.72091
O 4.20652 3.78545 11.51847
C 5.18306 2.81800 11.16222
N 4.47733 6.98855 13.27857
H 1.90074 5.34119 11.72591
H 2.67014 6.70121 10.96165
H 1.92364 6.91942 12.55045
H 3.51589 5.12485 13.41710
H 5.71168 4.94828 12.23034
H 4.86800 5.62129 10.77004
H 5.91726 2.71517 11.97350
H 5.66346 3.03992 10.20885
H 4.63246 1.88030 11.14324
H 4.63374 6.74925 14.25091
H 3.82466 7.76421 13.32577
C 10.00230 3.87619 8.21680
C 9.47230 3.39377 6.87970
C 9.72231 1.90230 6.66262
O 10.97432 1.69048 6.05040
C 11.26081 0.31541 6.01623
N 8.04973 3.73554 6.82833
H 11.09011 3.81265 8.26936
H 9.54818 3.29783 9.02643
H 9.74404 4.92593 8.36922
H 9.95572 3.96967 6.08425
H 8.87609 1.47925 6.10619
H 9.71240 1.40893 7.64808
H 11.07073 -0.19612 6.96329
H 12.29205 0.12485 5.71148
H 10.64802 -0.17746 5.24998
H 7.57164 3.43720 7.66882
H 7.56364 3.36857 6.02236
C 4.44684 -4.73693 8.12426
C 4.31982 -4.74724 6.59602
C 3.44555 -5.92039 6.17570
O 3.41425 -6.18163 4.80470
C 4.55787 -6.83601 4.33315
N 3.75247 -3.49857 6.08570
H 4.92859 -5.67194 8.44651
H 3.47664 -4.71257 8.63050
H 5.05504 -3.90070 8.46188
H 5.34664 -4.83647 6.23326
H 2.42916 -5.72899 6.53143
H 3.80590 -6.79671 6.74301
H 4.92796 -7.62622 5.00294
H 5.39294 -6.13866 4.17960
H 4.35197 -7.30517 3.37106
H 2.76529 -3.41422 6.30456
H 4.19901 -2.71326 6.55069
```

Record 8
This record from the OMol25 dataset describes 2 unconnected molecules or ions with the total composition C27H37NS2 in a non-equilibrium geometry. The level of theory is ωB97M-V/def2-TZVPD.

Values from the calculation:
- Maximum force: 1.67 eV Å⁻¹
- E_HOMO: -5.716 eV
- Gap between HOMO and LUMO: 3.24 eV
- Charge: 0
- E: -51758.4582 eV

```
67
C27H37NS2 | the OMol25 dataset | ωB97M-V/def2-TZVPD
C -2.78730 -0.68976 -5.52888
C -2.88929 0.83777 -5.73842
C -3.10743 1.45760 -4.34250
N -3.18839 0.33593 -3.37085
C -3.21981 0.47579 -2.00848
S -3.08173 1.99106 -1.32181
S -3.39724 -0.87184 -1.03838
C -3.26104 -0.95962 -4.09054
H -3.38622 -1.24398 -6.26291
H -1.75175 -1.02655 -5.65784
H -1.98615 1.23697 -6.21677
H -3.72157 1.08598 -6.40890
H -2.28374 2.11752 -4.05119
H -4.03218 2.04240 -4.28892
H -4.29329 -1.32223 -4.05708
H -2.63191 -1.69526 -3.57753
C 3.97842 3.81880 3.86615
C 2.77619 2.97804 3.58698
C 2.72895 1.65651 3.99194
C 1.63520 0.83948 3.74001
C 1.72191 -0.55856 4.26206
C 0.53809 1.36120 3.03478
C -0.71560 0.54100 2.75303
C -1.50558 0.25744 4.03080
C -0.46975 -0.73452 1.91926
C 0.11019 -0.47494 0.58009
C 0.57601 -1.40502 -0.33417
C 1.15928 -0.91911 -1.55992
C 1.26691 0.54454 -1.83857
C 1.64980 -1.80852 -2.48792
C 1.61503 -3.18181 -2.28187
C 2.14123 -4.10963 -3.32052
C 1.06560 -3.66384 -1.09789
C 0.53890 -2.83643 -0.13168
C -0.02014 -3.48891 1.08763
C 0.56900 2.70806 2.63749
C -0.58753 3.35464 1.94844
C 1.68316 3.49042 2.91690
H 3.84653 4.83752 3.49672
H 4.17936 3.87841 4.93736
H 4.86517 3.40462 3.38274
H 3.56718 1.25580 4.53537
H 0.77170 -1.08250 4.25681
H 2.43085 -1.14942 3.68088
H 2.07121 -0.56058 5.29547
H -1.36277 1.16748 2.12021
H -1.71304 1.18075 4.57356
H -2.45695 -0.23042 3.81263
H -0.96136 -0.39561 4.70969
H 0.19103 -1.40426 2.46763
H -1.42064 -1.26695 1.80380
H 0.14846 0.56319 0.29703
H 1.84405 0.73536 -2.74506
H 0.28115 0.99223 -1.97792
H 1.77235 1.06592 -1.02307
H 2.08988 -1.43513 -3.39611
H 2.04443 -5.15189 -3.01326
H 1.59678 -3.98743 -4.25820
H 3.19646 -3.91673 -3.51773
H 1.06231 -4.72577 -0.92868
H -0.05510 -4.57299 0.96991
H 0.59938 -3.29212 1.96336
H -1.04282 -3.16952 1.28813
H -0.39765 4.41196 1.75637
H -0.79137 2.88380 0.98562
H -1.48725 3.29711 2.56300
H 1.69449 4.52654 2.62172
```

Record 9
This record from the OMol25 dataset describes 2 unconnected molecules or ions with the total composition C11H13F8N4O2S in a non-equilibrium geometry. The level of theory is ωB97M-V/def2-TZVPD.

Values from the calculation:
- Maximum force: 11.98 eV Å⁻¹
- E_HOMO: -13.080 eV
- Gap between HOMO and LUMO: 8.51 eV
- Charge: +1
- E: -54232.0820 eV

```
39
C11H13F8N4O2S | the OMol25 dataset | ωB97M-V/def2-TZVPD
N -3.98332 0.33453 2.94869
C -3.73875 -0.94957 3.11646
O -3.01951 -2.25019 2.90730
C -3.79666 -3.14104 2.03212
C -2.61281 -4.22197 1.55487
C -1.92353 -3.22828 0.40285
N -0.46442 -2.86460 0.53903
C -0.25030 -1.50953 0.51451
S -0.38403 0.20473 0.69625
C -3.03469 -2.10152 -0.01873
N -4.28172 -2.65940 0.68338
N -5.47964 -1.97405 0.56796
H -4.64183 -3.81216 2.49772
H -2.95403 -5.29238 1.22635
H -1.83535 -4.13341 2.43402
H -1.90217 -3.95875 -0.53903
H -2.99278 -1.02156 0.42911
H -3.17794 -2.18232 -1.19149
H -4.46632 -3.53018 0.13872
H -6.02179 -2.39158 -0.24461
H -5.24620 -0.98612 0.32749
C 2.72689 2.44703 -0.09207
C 2.06268 3.00676 -1.35984
C 2.44007 2.29152 -2.65323
F 3.76560 2.34776 -2.91160
F 1.81990 2.87041 -3.71732
F 2.30832 4.34184 -1.43932
F 0.70737 2.89157 -1.18978
O 3.90092 3.12955 0.35991
C 5.11539 2.74801 -0.28055
C 5.73360 3.87765 -1.11214
F 4.87938 4.33134 -2.06355
F 6.84968 3.45581 -1.76469
F 4.90402 1.61814 -0.99762
F 5.96929 2.39749 0.72126
H 2.00471 2.58447 0.72270
H 2.87721 1.36224 -0.14160
H 2.13473 1.24163 -2.62678
H 6.00804 4.72616 -0.47673
```

Q: Which formula does entry 2 have?
A: C3H4N2O3S

Q: maximum force of number 4 (C3H9N2O)?
A: 0.65 eV Å⁻¹